Entry 1:
{
  "formula": "C4H11NOS",
  "method": "the ωB97M-V functional and the def2-TZVPD basis",
  "lumo_ev": 0.69,
  "e_above_lowest_kcal_mol": 29.9,
  "e_homo_ha": -0.327,
  "multiplicity": 1,
  "elements": ["N", "C", "C", "O", "C", "C", "S", "H", "H", "H", "H", "H", "H", "H", "H", "H", "H", "H"],
  "xyz": [[1.6843, 1.3623, -0.2484], [0.3642, 0.6887, -0.1953], [-0.7498, 1.5931, -0.7108], [-0.4355, 1.9920, -2.0347], [0.0888, 0.2224, 1.2199], [0.4391, -1.2586, 1.3987], [-0.6336, -2.4449, 0.5343], [1.4759, 2.3558, -0.2685], [2.0665, 1.1664, -1.1662], [0.4335, -0.1204, -0.9225], [-1.6804, 1.0168, -0.7273], [-0.8538, 2.4211, 0.0038], [-1.0676, 2.6761, -2.2920], [-0.9487, 0.3082, 1.5345], [0.7348, 0.7289, 1.9236], [1.4358, -1.3340, 0.9513], [0.6989, -1.5985, 2.4025], [-1.0665, -1.5605, -0.3709]],
  "forces_ev_per_angstrom": [[-0.5121, -0.1197, -0.2425], [0.3266, 0.7028, -0.5108], [0.0231, -0.5953, 0.2281], [-0.1308, 0.5201, 0.1427], [-0.5015, -1.5686, 0.6999], [1.7999, -0.0124, -0.8027], [-0.1696, 0.1194, 0.3695], [0.3716, 0.1531, 0.1282], [0.1787, 0.1612, 0.0281], [-0.1163, -0.4165, 0.2727], [-0.1315, 0.0692, 0.2190], [-0.0811, 0.2122, -0.2765], [0.2050, -0.1985, -0.0606], [-0.2452, 0.5173, -0.0820], [0.0026, 0.5844, 0.0368], [0.0035, -0.1885, -0.3133], [-0.9725, 0.1474, 0.2495], [-0.0504, -0.0875, -0.0862]]
}

***

Entry 2:
{
  "formula": "C4H11NOS",
  "method": "the ωB97M-V functional and the def2-TZVPD basis",
  "lumo_ev": 0.69,
  "e_above_lowest_kcal_mol": 17.9,
  "e_homo_ha": -0.329,
  "multiplicity": 1,
  "elements": ["C", "C", "N", "O", "H", "H", "H", "H", "H", "C", "S", "C", "H", "H", "H", "H", "H", "H"],
  "xyz": [[-0.8868, -0.1360, -2.6985], [-0.8728, 1.2241, -2.0178], [0.0877, 1.4241, -1.0884], [-1.7516, 2.0532, -2.1728], [-0.3320, 0.0688, -3.6229], [-1.9224, -0.3828, -2.8961], [-0.3916, -0.9968, -2.2125], [0.0511, 2.3097, -0.6067], [0.7609, 0.7456, -0.7778], [-0.6224, -1.3217, 2.2075], [0.6450, -1.2510, 0.9527], [1.8353, -0.0056, 1.7427], [-0.3388, -1.7798, 3.1706], [-1.2030, -0.4717, 2.5886], [-1.3280, -2.0162, 1.7190], [1.4725, 0.1957, 2.7516], [2.0038, 0.8408, 1.0985], [2.7931, -0.5004, 1.8622]],
  "forces_ev_per_angstrom": [[0.6025, 0.3440, -0.4249], [-0.7954, -0.8511, 1.4176], [0.6672, 0.6492, 0.1347], [0.1937, -0.0536, -0.6527], [-0.3570, -0.4317, -0.1972], [-0.0399, -0.0138, -0.2844], [-0.1370, 0.7673, 0.1885], [0.0333, -0.0989, -0.0449], [-0.2947, -0.1728, -0.2346], [-1.1450, -1.0922, 0.8323], [1.0079, 1.3476, 0.9814], [-0.3140, -1.6894, -0.1838], [0.5116, -0.2760, -0.6165], [0.3839, 0.5250, -1.0776], [-0.0233, 0.2563, 0.4785], [-0.1020, 0.4276, -0.3608], [-0.3251, 0.5158, 0.0865], [0.1332, -0.1532, -0.0421]]
}

***

Entry 3:
{
  "formula": "C4H11NOS2",
  "method": "the ωB97M-V functional and the def2-TZVPD basis",
  "lumo_ev": 0.87,
  "e_above_lowest_kcal_mol": 69.3,
  "e_homo_ha": -0.315,
  "multiplicity": 1,
  "elements": ["C", "S", "S", "C", "C", "N", "C", "O", "H", "H", "H", "H", "H", "H", "H", "H", "H", "H", "H"],
  "xyz": [[1.2951, 0.7926, -3.8305], [0.4434, -0.5360, -3.0040], [-0.7515, 0.1706, -1.7075], [-0.0129, 0.3007, -0.1005], [-0.7248, -0.2692, 1.1123], [-0.8012, -1.6712, 1.0206], [-0.2388, 0.2403, 2.4642], [-1.1413, -0.2854, 3.3799], [1.4470, 1.4733, -3.0441], [2.1671, 0.3949, -4.1587], [1.0491, 1.4731, -4.6784], [0.2080, 1.3017, 0.1290], [1.1014, -0.2124, -0.2546], [-1.8425, 0.0233, 0.9770], [-0.0639, -2.2169, 0.5550], [-1.3853, -2.1571, 1.5435], [-0.3636, 1.3057, 2.6005], [0.7272, -0.0713, 2.6969], [-1.1123, -0.0567, 4.2994]],
  "forces_ev_per_angstrom": [[-1.5130, 2.1373, -0.0444], [1.1368, -2.0821, -2.2539], [-3.4075, 1.2249, 1.2675], [4.3219, -1.8470, 0.4371], [-2.5336, 0.1448, -1.3074], [4.1011, 0.4522, -3.4481], [-1.6893, 1.1993, 0.0656], [-1.8388, -1.9925, 0.1240], [0.8842, 0.9941, 1.0206], [3.0192, -1.3341, -0.5261], [-1.4407, -1.0698, 0.2823], [0.2758, 1.5847, 0.0366], [-2.6350, 1.0775, 0.6372], [1.6152, 0.3184, 0.6012], [-0.6216, 0.7457, 0.5901], [-3.0404, -2.3684, 2.9160], [0.6190, 0.7337, -0.7768], [2.0036, -0.5185, 0.0791], [0.7433, 0.5996, 0.2992]]
}

***

Entry 4:
{
  "formula": "C4H11NP2",
  "method": "the ωB97M-V functional and the def2-TZVPD basis",
  "lumo_ev": [-1.02, -1.06],
  "e_above_lowest_kcal_mol": 99.5,
  "e_homo_ha": [-0.315, -0.299],
  "multiplicity": 1,
  "elements": ["C", "C", "C", "C", "N", "P", "P", "H", "H", "H", "H", "H", "H", "H", "H", "H", "H", "H"],
  "xyz": [[-1.0112, 3.0975, -0.5873], [-0.2085, -2.9812, 2.0099], [-0.1537, 2.3182, -1.6195], [0.5735, -2.6442, 0.7467], [2.4893, 2.2794, -0.6923], [1.2311, 1.4514, -0.6907], [-0.2428, -1.3766, -0.3214], [-1.3676, 4.0150, -0.9934], [-1.7036, 2.3765, -0.1726], [-0.3443, 3.6099, 0.0611], [0.1065, -3.9817, 2.5525], [-0.1337, -2.1563, 2.7411], [-1.3038, -3.1127, 1.8130], [0.3568, 3.0954, -2.2048], [-0.6715, 1.6214, -2.3836], [0.8873, -3.5388, 0.1046], [1.5541, -2.1573, 1.2487], [-0.0579, -1.9158, -1.6120]],
  "forces_ev_per_angstrom": [[0.7329, -1.1929, -1.1722], [-1.2978, -1.7378, 1.1362], [-0.0631, 0.5036, -1.2947], [2.9732, -0.0840, 0.4312], [0.8260, 0.6104, -0.0137], [-0.9415, -0.9498, -0.1674], [-0.5808, 0.3992, 0.4624], [-1.5272, 0.1424, -1.0478], [-0.4079, 0.6960, 0.6376], [0.7860, -0.5227, 1.5779], [-0.2541, 2.0537, -1.2003], [0.0187, -0.4301, -0.2836], [0.8079, 0.0668, 0.0715], [0.1082, -0.4556, -0.1141], [0.5621, 0.9877, 1.6177], [-0.4093, 1.1768, 1.1611], [-1.6713, -1.0452, -1.7814], [0.3380, -0.2185, -0.0204]]
}

***

Entry 5:
{
  "formula": "C4H11NS",
  "method": "the ωB97M-V functional and the def2-TZVPD basis",
  "lumo_ev": -1.04,
  "e_above_lowest_kcal_mol": 105.2,
  "e_homo_ha": -0.191,
  "multiplicity": 1,
  "elements": ["C", "C", "S", "H", "H", "H", "H", "H", "C", "C", "N", "H", "H", "H", "H", "H", "H"],
  "xyz": [[-0.5777, -0.5462, -2.3429], [-0.4331, -1.2350, -0.9904], [-1.2584, -2.8558, -0.8751], [-1.5735, -0.1003, -2.4914], [-0.5834, -1.2911, -3.1450], [0.1802, 0.1968, -2.5589], [-0.9895, -0.6437, -0.2029], [0.6275, -1.2023, -0.7175], [1.0818, 0.5684, 1.5323], [1.1792, 1.2611, 0.4296], [-0.2218, 0.7046, 2.3108], [1.6496, -0.2686, 1.9069], [1.9509, 1.1568, -0.3196], [0.4614, 2.0297, 0.1540], [-0.5450, 1.6663, 2.2719], [-0.9345, 0.1759, 1.7856], [-0.0138, 0.3834, 3.2527]],
  "forces_ev_per_angstrom": [[-1.1092, -0.3602, -0.5300], [-0.8842, 0.2976, 0.5056], [0.4370, 0.1850, 0.1166], [0.2310, 0.1209, 0.3854], [0.4826, -0.1112, 0.1628], [0.3176, 0.3607, -0.0048], [0.5167, 0.2544, -0.4012], [0.0084, -0.4351, 0.0890], [-1.0351, -0.2145, 0.2563], [0.1723, 0.6654, -0.6517], [1.1909, 0.0605, -1.1748], [0.2199, 0.0736, -0.2357], [0.3059, -0.2754, 0.3596], [-0.1866, -0.2020, 0.1740], [0.0945, 0.2433, 0.4371], [0.0520, -0.6448, 0.3704], [-0.8139, -0.0181, 0.1417]]
}

***

Entry 6:
{
  "formula": "C4H11NS",
  "method": "the ωB97M-V functional and the def2-TZVPD basis",
  "lumo_ev": 1.02,
  "e_above_lowest_kcal_mol": 10.9,
  "e_homo_ha": -0.332,
  "multiplicity": 1,
  "elements": ["C", "C", "N", "C", "C", "S", "H", "H", "H", "H", "H", "H", "H", "H", "H", "H", "H"],
  "xyz": [[0.9391, -1.2114, -2.2235], [-0.1750, -0.4781, -1.4940], [0.0413, -0.5690, -0.0412], [-0.5208, 0.5421, 0.7104], [0.0988, 0.6117, 2.1140], [-0.8916, 1.6495, 3.2299], [0.7597, -1.3048, -3.2907], [1.1789, -2.1467, -1.7256], [1.8486, -0.6250, -2.1120], [-0.1652, 0.5892, -1.7126], [-1.1620, -0.8614, -1.7516], [-0.3935, -1.4083, 0.3232], [-0.2857, 1.5006, 0.2277], [-1.6104, 0.4630, 0.8437], [1.1151, 1.0011, 2.0537], [0.2145, -0.3908, 2.5177], [-0.9918, 2.6383, 2.3309]],
  "forces_ev_per_angstrom": [[0.3459, 0.6819, 0.2537], [0.0896, -0.1408, 0.6533], [0.0242, 0.3629, 0.0015], [0.0361, 0.0700, 0.6672], [0.2855, 0.0001, -0.3872], [0.1322, -0.1806, -0.0967], [-0.1467, -0.3361, -0.0437], [-0.3202, -0.3560, -0.2698], [0.1411, 0.1363, -0.0272], [0.0105, -0.0308, -0.3579], [-0.1780, -0.0437, -0.2593], [0.1925, -0.1616, -0.1239], [-0.1848, -0.2976, -0.1799], [0.0280, 0.1665, -0.2120], [-0.0404, 0.0693, -0.0443], [-0.3462, -0.0602, 0.2965], [-0.0695, 0.1204, 0.1297]]
}

***

Entry 7:
{
  "formula": "C4H11NS",
  "method": "the ωB97M-V functional and the def2-TZVPD basis",
  "lumo_ev": 0.99,
  "e_above_lowest_kcal_mol": 9.1,
  "e_homo_ha": -0.323,
  "multiplicity": 1,
  "elements": ["C", "N", "C", "C", "C", "S", "H", "H", "H", "H", "H", "H", "H", "H", "H", "H", "H"],
  "xyz": [[1.7500, -1.1645, -0.9112], [0.3460, -0.7793, -1.0051], [-0.2328, -0.1841, 0.1975], [0.5384, 1.0129, 0.7753], [-1.6880, 0.2129, -0.1114], [-2.8483, -0.0279, 1.2706], [2.4503, -0.3281, -0.9654], [1.9949, -1.8442, -1.7254], [1.9131, -1.6690, 0.0376], [0.2182, -0.1571, -1.7954], [-0.2921, -0.9654, 0.9481], [0.2912, 1.2245, 1.8084], [0.3512, 1.8935, 0.1504], [1.6097, 0.8077, 0.7293], [-2.1079, -0.3834, -0.9246], [-1.7255, 1.2542, -0.4199], [-2.5684, 1.0974, 1.9413]],
  "forces_ev_per_angstrom": [[-0.2105, 0.1417, -0.0604], [0.0542, 0.1305, -0.1214], [-0.4079, 0.1637, -0.0163], [0.2552, -0.2545, -0.6520], [0.0408, -0.0292, 0.1089], [0.0399, 0.1159, -0.0348], [0.1042, 0.1229, 0.0586], [-0.0142, -0.1054, 0.0295], [0.0381, -0.1735, 0.0507], [-0.0305, 0.0014, 0.0021], [0.2129, -0.2681, 0.1500], [-0.2249, 0.0743, 0.1540], [0.0461, 0.0272, 0.1790], [-0.0277, 0.0618, 0.1532], [0.2084, -0.0976, 0.0935], [-0.1213, 0.1043, -0.0979], [0.0375, -0.0156, 0.0034]]
}

***

Entry 8:
{
  "formula": "C4H11NS",
  "method": "the ωB97M-V functional and the def2-TZVPD basis",
  "lumo_ev": 0.83,
  "e_above_lowest_kcal_mol": 56.0,
  "e_homo_ha": -0.293,
  "multiplicity": 1,
  "elements": ["C", "C", "N", "H", "H", "H", "H", "H", "C", "C", "S", "H", "H", "H", "H", "H", "H"],
  "xyz": [[3.3347, -2.5651, -0.6390], [2.1816, -2.3614, -1.3213], [1.9359, -2.8048, -2.6412], [3.2187, -3.0861, 0.2964], [4.2790, -2.3286, -1.1730], [1.2983, -2.0083, -0.7830], [1.3861, -2.2623, -3.2851], [2.7487, -3.3183, -2.9440], [-1.7063, 1.7587, 1.0157], [-3.0074, 2.1718, 1.6509], [-2.5305, 3.7040, 2.6374], [-0.8848, 1.7598, 1.7468], [-1.2138, 2.4343, 0.2653], [-1.6995, 0.7791, 0.4855], [-3.5579, 1.5166, 2.3247], [-3.7180, 2.3735, 0.8438], [-2.0648, 4.2374, 1.5199]],
  "forces_ev_per_angstrom": [[-0.0384, 0.4334, -1.5817], [-0.9105, -0.7710, -0.2230], [0.9981, 0.9987, 1.6269], [0.5856, 1.0718, 0.8268], [-0.4201, -1.3329, 0.4439], [-0.2265, -0.6524, -0.1105], [0.1639, 0.0577, -0.1798], [-0.1544, 0.1967, -0.8022], [2.0484, -1.2591, -0.6708], [0.1761, 1.4078, -0.3400], [-1.0779, -0.7403, -0.3630], [-0.4124, -0.5321, 0.1612], [-1.3501, 0.0354, 0.4250], [-0.3054, 0.3969, 0.5291], [0.7377, -0.3799, 0.0886], [-0.0878, 0.5281, 0.3053], [0.2737, 0.5411, -0.1357]]
}

***

Entry 9:
{
  "formula": "C4H11NS",
  "method": "the ωB97M-V functional and the def2-TZVPD basis",
  "lumo_ev": 0.96,
  "e_above_lowest_kcal_mol": 28.9,
  "e_homo_ha": -0.322,
  "multiplicity": 1,
  "elements": ["C", "C", "N", "C", "C", "S", "H", "H", "H", "H", "H", "H", "H", "H", "H", "H", "H"],
  "xyz": [[1.5306, 1.2176, 0.9877], [0.5151, 0.1674, 0.5515], [1.2725, -1.0160, 0.0215], [-0.6114, 0.4655, -0.4839], [-1.4053, -0.7972, -1.0520], [-2.6701, -1.2553, 0.1904], [2.0747, 1.7826, 0.1340], [1.1138, 1.9377, 1.6209], [2.2689, 0.5671, 1.3394], [0.0425, -0.3531, 1.4142], [1.7303, -1.4758, 0.7977], [1.9543, -0.6823, -0.6220], [-0.0434, 0.9760, -1.3419], [-1.3842, 1.2471, -0.0625], [-0.5577, -1.5545, -1.2676], [-1.9413, -0.5298, -1.9279], [-3.8893, -0.6968, -0.2995]],
  "forces_ev_per_angstrom": [[-0.2886, 0.4032, -3.2296], [-0.9003, -2.5346, -0.5720], [-0.8628, 0.2577, 0.2088], [-0.2454, 1.8749, -0.6586], [2.1570, 0.9677, 1.3884], [-1.1157, -0.2872, -0.1636], [-1.2507, -0.9219, 0.9010], [-0.2503, 0.9784, 1.3573], [1.4079, -0.1651, 1.5987], [0.0136, 1.0957, 0.0332], [0.2092, -0.0220, -0.1751], [0.8179, 0.0390, -0.5497], [-0.9645, -0.5921, 0.7992], [1.5655, -1.4225, -0.7824], [-2.0216, 0.6461, 0.5738], [-0.1648, 0.2156, -0.9117], [1.8936, -0.5329, 0.1824]]
}

***

Entry 10:
{
  "formula": "C4H11NS",
  "method": "the ωB97M-V functional and the def2-TZVPD basis",
  "lumo_ev": 0.99,
  "e_above_lowest_kcal_mol": 11.0,
  "e_homo_ha": -0.326,
  "multiplicity": 1,
  "elements": ["C", "N", "C", "C", "C", "S", "H", "H", "H", "H", "H", "H", "H", "H", "H", "H", "H"],
  "xyz": [[2.2480, -0.1749, -0.2592], [0.9969, 0.3440, -0.8237], [-0.2053, -0.1860, -0.1596], [-0.2421, 0.0031, 1.3673], [-1.4417, 0.4506, -0.8061], [-2.7925, -0.7219, -1.1876], [2.6170, 0.3931, 0.5997], [3.0229, -0.1701, -1.0236], [2.0807, -1.1976, 0.0680], [0.9638, 1.3498, -0.6756], [-0.2724, -1.2358, -0.4011], [-0.9728, -0.6816, 1.7963], [-0.5618, 1.0219, 1.5915], [0.7125, -0.2109, 1.8431], [-1.1778, 0.8627, -1.7816], [-1.9022, 1.2422, -0.2187], [-3.0733, -1.0887, 0.0709]],
  "forces_ev_per_angstrom": [[-0.1730, 0.1755, -0.1410], [-0.2520, 0.2393, 0.5048], [-0.0726, 0.4026, 0.0739], [-0.2489, -0.1638, -0.3967], [-0.4378, -0.2000, -0.2294], [0.1106, -0.0170, -0.0201], [-0.0187, -0.0252, 0.0616], [0.0447, -0.0452, -0.0151], [0.1109, -0.1681, -0.0447], [0.1991, 0.0013, -0.2421], [0.2779, -0.4774, 0.0013], [-0.1190, 0.0275, 0.1123], [0.1835, 0.0416, 0.1800], [0.0397, 0.0492, -0.0247], [0.0350, -0.0428, 0.0410], [0.2944, 0.1411, 0.1174], [0.0262, 0.0611, 0.0217]]
}